[1]
C4H7ClN2O in the gas phase at a distorted geometry. Source: OMol25; level of theory: ωB97M-V with the def2-TZVPD basis set.

Computed properties:
* HOMO energy: -9.60 eV
* total energy: -21809.0896 eV
* SMILES string: [H]/N=C(/NO)[C@@H]1C[C@@H]1Cl
* ΔE to the lowest compared entry with this formula, charge and spin: 58.8 kcal per mole

Last columns: bonded neighbours and bond lengths (Å).
Geometry (Å):
1 C 0.90246 -0.48770 0.21473  C2 1.495, N12 1.396, N13 1.269
2 C 0.19172 0.80093 -0.04893  C1 1.495, C3 1.509, C4 1.510, H8 1.075
3 C -0.76402 1.36480 0.97347  C2 1.509, C4 1.488, H9 1.088, H10 1.102
4 C -1.28775 0.88949 -0.33574  C2 1.510, C3 1.488, H11 1.056, Cl15 1.765
5 H 3.17660 0.70365 0.45424  O14 0.968
6 H 2.60890 -1.40160 -0.17184  N12 0.990
7 H -0.39707 -1.39944 1.23743  N13 1.008
8 H 0.77285 1.50433 -0.61719  C2 1.075
9 H -0.94434 0.73010 1.83827  C3 1.088
10 H -0.74508 2.44851 1.17270  C3 1.102
11 H -1.59188 1.58039 -1.07405  C4 1.056
12 N 2.11674 -0.59375 -0.46476  C1 1.396, H6 0.990, O14 1.400
13 N 0.54878 -1.49393 0.90229  C1 1.269, H7 1.008
14 O 2.93882 0.53936 -0.46985  H5 0.968, N12 1.400
15 Cl -2.31198 -0.54543 -0.40969  C4 1.765

***

[2]
C4H7ClN2S in the gas phase at a distorted geometry. Source: OMol25; level of theory: ωB97M-V with the def2-TZVPD basis set.

Computed properties:
* HOMO energy: -8.05 eV
* total energy: -30598.2213 eV
* SMILES string: C/C(=N\S)N/C=C\Cl
* ΔE to the lowest compared entry with this formula, charge and spin: 24.6 kcal per mole

Last columns: bonded neighbours and bond lengths (Å).
Geometry (Å):
1 C -0.47655 1.49150 1.41385  C2 1.510, H5 1.078, H6 1.085, H7 1.074
2 C -0.24029 0.52871 0.27546  C1 1.510, N12 1.382, N13 1.262
3 C -0.26148 -1.90023 -0.24502  C4 1.328, H9 1.074, N12 1.394
4 C 0.82630 -2.21447 -0.93888  C3 1.328, H10 1.090, Cl15 1.719
5 H -0.78631 0.98487 2.31391  C1 1.078
6 H 0.44682 2.04521 1.54478  C1 1.085
7 H -1.28560 2.16426 1.19982  C1 1.074
8 H -1.07659 -0.96612 1.32758  N12 1.008
9 H -1.12300 -2.53983 -0.29785  C3 1.074
10 H 0.78635 -3.00012 -1.69311  C4 1.090
11 H 0.78604 2.29581 -2.46958  S14 1.284
12 N -0.38975 -0.80497 0.60701  C2 1.382, C3 1.394, H8 1.008
13 N 0.10126 0.81457 -0.90510  C2 1.262, S14 1.732
14 S 0.36266 2.48712 -1.27250  H11 1.284, N13 1.732
15 Cl 2.33013 -1.38630 -0.86035  C4 1.719

***

[3]
A gas-phase ion, C4H7ClNO (charge +1) at a distorted geometry. Source: OMol25; level of theory: ωB97M-V with the def2-TZVPD basis set.

Computed properties:
* total charge: +1
* HOMO energy: -13.29 eV
* total energy: -20310.8697 eV
* ΔE to the lowest compared entry with this formula, charge and spin: 62.4 kcal per mole

Last columns: bonded neighbours and bond lengths (Å).
Geometry (Å):
1 C -0.77230 1.35085 -0.08570  C2 1.287, C3 1.550, H8 1.142
2 C -1.54130 0.36269 0.20999  C1 1.287, Cl7 1.588
3 C 0.75585 1.12675 0.04853  C1 1.550, N5 1.480, H9 1.057, H10 1.118
4 C 0.01049 -1.18598 0.47054  N5 1.483, O6 1.320, H11 1.145
5 N 1.00447 -0.31136 -0.19683  C3 1.480, C4 1.483, H12 0.998, H13 1.028
6 O -0.31750 -2.33606 -0.08721  C4 1.320, H14 0.980
7 Cl -3.02352 -0.19571 0.09349  C2 1.588
8 H -1.15894 2.40623 -0.28647  C1 1.142
9 H 1.28552 1.80395 -0.56640  C3 1.057
10 H 1.07911 1.28367 1.10738  C3 1.118
11 H 0.25848 -1.32222 1.58005  C4 1.145
12 H 0.85362 -0.15579 -1.17122  N5 0.998
13 H 1.97986 -0.60673 -0.06077  N5 1.028
14 H -0.41384 -2.22028 -1.05537  O6 0.980

***

[4]
C4H7ClO in the gas phase at a distorted geometry. Source: OMol25; level of theory: ωB97M-V with the def2-TZVPD basis set.

Computed properties:
* HOMO energy: -9.74 eV
* total energy: -18830.3534 eV
* SMILES string: OC1(CCl)CC1
* ΔE to the lowest compared entry with this formula, charge and spin: 27.1 kcal per mole

Last columns: bonded neighbours and bond lengths (Å).
Geometry (Å):
1 C 0.02797 0.29080 -0.05133  C2 1.523, C3 1.501, C4 1.478, O12 1.417
2 C 1.21172 -0.55999 -0.49371  C1 1.523, H6 1.118, H7 1.089, Cl13 1.833
3 C -1.33834 -0.21512 -0.41038  C1 1.501, C4 1.488, H8 1.073, H9 1.068
4 C -0.92985 -0.07468 1.01377  C1 1.478, C3 1.488, H10 1.059, H11 1.092
5 H 1.10287 1.91513 -0.07111  O12 0.967
6 H 1.46541 -0.65742 -1.57857  C2 1.118
7 H 1.20089 -1.54418 -0.02765  C2 1.089
8 H -1.48629 -1.21734 -0.76506  C3 1.073
9 H -2.09569 0.46226 -0.73958  C3 1.068
10 H -1.35293 0.73392 1.55130  C4 1.059
11 H -0.70250 -0.99786 1.55089  C4 1.092
12 O 0.17363 1.69045 -0.21651  C1 1.417, H5 0.967
13 Cl 2.72309 0.17404 0.23792  C2 1.833

***

Q: Which formula does entry 3 have?
A: C4H7ClNO

***

Q: Which of these has the lowest HOMO energy?
A: C4H7ClNO